1.
{
  "formula": "C36H47N4P2PtS",
  "method": "the ωB97M-V functional and the def2-TZVPD basis",
  "relative_energy_ev": 0.000,
  "max_force_ha_per_bohr": 0.014,
  "charge": 1,
  "e_tot_ev": -76714.175,
  "molar_mass_g_mol": 824.89,
  "orbital_gap_ev": 6.41,
  "symbols": ["H", "H", "C", "H", "H", "H", "C", "H", "H", "C", "H", "H", "C", "H", "C", "C", "H", "H", "H", "H", "H", "C", "H", "H", "H", "N", "H", "N", "H", "H", "C", "H", "P", "H", "H", "C", "H", "H", "C", "C", "H", "C", "H", "H", "C", "C", "H", "H", "C", "C", "H", "C", "C", "C", "H", "H", "H", "C", "C", "H", "H", "N", "C", "S", "H", "H", "H", "C", "C", "C", "H", "C", "N", "P", "C", "C", "C", "C", "C", "C", "H", "C", "H", "C", "H", "Pt", "H", "H", "C", "H", "C"],
  "coordinates": [[-0.2055, -4.1761, 5.6642], [-1.6098, -3.4070, 6.4031], [0.0129, 2.4708, -3.3125], [-0.2362, 2.9423, -4.2649], [0.7483, -2.1454, -4.8021], [3.7997, -1.0857, 0.0752], [-2.2130, 2.0463, 0.2246], [0.0171, 4.9125, -2.0258], [4.4532, -0.2266, 1.4718], [3.5305, -0.4970, 0.9545], [1.6243, -2.9861, -1.4972], [-2.3549, 0.5432, 3.8045], [4.4710, -0.2399, -4.0984], [-1.9460, 2.6013, -2.4673], [0.3906, 3.0065, 1.8786], [-0.3258, -3.9633, 0.2298], [-0.6041, 3.0439, 2.3224], [-0.0552, 1.3929, -3.4397], [5.3912, -0.1916, -4.6642], [-3.7302, -0.2154, 2.2236], [3.4983, -1.5284, -5.5199], [4.3665, 0.4824, -2.8977], [3.1151, 1.0204, -1.2265], [-0.2656, -4.9673, -0.1946], [2.3351, 2.6012, 0.0082], [1.0267, -1.5925, -4.0100], [1.8184, 3.7747, -1.2063], [0.8830, -0.5182, -2.0853], [0.6613, -3.3385, 3.5629], [-1.5301, -3.0737, -4.5039], [2.0039, -3.5758, -0.6619], [-0.8172, -3.3147, -0.5002], [-0.5984, 2.1808, -0.5822], [4.2272, -2.1309, 3.0192], [-1.3186, 4.8613, -3.1677], [-4.5716, 2.5711, 0.4710], [-0.9555, -4.0020, 1.1178], [0.7804, 1.9954, 2.0092], [2.2641, -1.0073, -3.8144], [-3.5896, 0.6586, 1.6043], [1.0361, 3.6959, 2.4259], [-0.1371, -1.6459, 2.5068], [-0.1582, 4.3495, 0.2937], [-5.6508, 1.1889, 1.7004], [-2.3160, 0.9617, 1.1072], [2.1574, -0.3166, -2.6083], [3.6820, -3.1737, 1.7124], [-3.2158, 3.6767, -0.7440], [-1.8778, -2.4841, -3.6713], [-0.9752, 4.4950, -2.1987], [-6.2967, 3.0215, -0.7405], [3.3432, -2.4822, 2.4846], [-0.0245, -2.4985, 3.6080], [-0.7607, -2.3026, 4.7605], [1.4945, -4.0386, 1.3723], [5.2105, 1.0723, -2.5668], [-2.1395, -0.9523, 5.6991], [0.2310, -1.2574, -2.9692], [0.3684, 3.3977, 0.4017], [2.3119, -0.6218, 2.7080], [-5.4725, 4.4409, -0.1046], [-1.1672, 0.2027, 1.3663], [3.2143, 0.4592, -2.1410], [-3.5019, -2.5503, -3.1656], [2.0614, -4.6170, -0.9838], [1.0513, 2.7185, -3.0824], [-3.9154, -1.0578, -1.2476], [-0.6373, -3.2170, 5.9489], [-1.7260, -0.3297, 3.7126], [-1.0382, -0.5762, 2.5088], [3.0189, -3.2354, -0.4519], [-1.1810, -1.6269, -2.8730], [-1.9226, -1.0187, -1.8951], [0.9816, -1.7009, 1.1060], [3.4220, -0.9910, -4.5846], [-1.5884, -1.1757, 4.7923], [-4.6810, 1.4537, 1.2941], [1.0776, -3.4516, 0.5503], [-3.1550, -1.4127, -1.9294], [-0.9434, 2.9659, -2.2252], [-1.6441, 4.8963, -1.4378], [-3.3182, 2.8372, -0.0656], [0.0022, -2.7804, 6.7188], [2.6143, -1.2789, 1.8878], [2.7312, -3.0333, 3.1977], [0.0319, -0.0680, -0.2323], [2.3230, 4.3205, 0.3927], [-6.4758, 3.4519, 0.9557], [-5.7674, 3.4180, 0.1287], [3.0417, 0.4157, 0.6185], [1.7898, 3.5336, -0.1428]]
}


2.
{
  "formula": "C6H8N2",
  "method": "the ωB97M-V functional and the def2-TZVPD basis",
  "relative_energy_ev": 4.929,
  "max_force_ha_per_bohr": 0.125,
  "e_tot_ev": -9326.779,
  "molar_mass_g_mol": 108.14,
  "orbital_gap_ev": 10.19,
  "symbols": ["C", "H", "C", "C", "C", "N", "C", "H", "N", "C", "H", "H", "H", "H", "H", "H"],
  "coordinates": [[-1.5768, 0.7261, -0.0253], [-2.4386, 1.0958, -0.7596], [0.5905, -0.1723, -0.9256], [0.7231, 0.2067, 0.9163], [-0.4081, -1.2423, -0.6312], [1.8375, -0.2942, 0.0015], [-0.2180, -1.0234, 0.8089], [0.3379, 2.0815, -0.4517], [-1.5354, -0.7089, 0.1694], [0.0114, 1.0590, -0.1742], [2.4772, 0.6402, -0.0529], [0.0934, -1.8843, 1.5963], [-0.4038, -2.1965, -1.2492], [1.1500, 0.5396, 1.7309], [1.1660, -0.0563, -1.8785], [-1.8064, 1.2296, 0.9247]]
}


3.
{
  "formula": "C42H51As2N2Os",
  "method": "the ωB97M-V functional and the def2-TZVPD basis",
  "max_force_ha_per_bohr": 0.089,
  "charge": 3,
  "e_tot_ev": -171477.469,
  "molar_mass_g_mol": 923.96,
  "orbital_gap_ev": [7.96, 5.54],
  "spin_multiplicity": 5,
  "symbols": ["C", "H", "H", "C", "C", "C", "H", "C", "H", "Os", "C", "H", "H", "C", "H", "H", "C", "H", "C", "C", "H", "C", "H", "H", "C", "C", "As", "N", "H", "H", "H", "H", "C", "C", "C", "H", "C", "H", "C", "C", "H", "H", "H", "C", "C", "C", "C", "H", "C", "C", "H", "C", "H", "H", "H", "H", "C", "As", "C", "H", "C", "H", "C", "H", "H", "C", "H", "H", "H", "H", "N", "H", "C", "C", "H", "H", "C", "H", "C", "H", "H", "C", "H", "C", "H", "H", "H", "H", "C", "C", "C", "H", "H", "H", "H", "C", "H", "C"],
  "coordinates": [[-6.2304, 3.1236, -0.2387], [-6.4596, 3.9624, 0.4130], [-3.1989, 2.3855, 1.5177], [1.9775, -3.3743, 0.3144], [-4.2952, 0.6954, -4.2883], [1.7955, -6.4514, -0.7918], [-0.2706, 2.8520, 6.5132], [-0.5184, 2.8565, 1.7881], [-6.4096, 2.0949, 0.2203], [-0.4673, 0.2301, 0.3105], [-4.0851, 1.6459, -2.1114], [-0.3039, -7.1502, 0.8206], [3.0410, -7.0823, 1.5848], [-3.6448, 0.4395, -1.5289], [-4.6094, 2.7897, -3.8752], [-0.3557, -0.9505, 4.5338], [2.4237, 1.4383, -0.0363], [0.9868, -7.8969, 1.5229], [-3.6220, 1.4155, 1.5448], [-4.2650, 1.8409, -3.4553], [-0.4641, 2.7492, -4.0092], [4.4460, 0.1964, -0.3005], [-3.2970, 0.9436, 2.5009], [-4.6725, 1.5639, 1.5410], [-0.9837, 4.5408, -2.9286], [-0.8630, 2.9850, -0.5987], [-2.9392, 0.0839, 0.3010], [0.1155, -1.8659, 0.2594], [-1.6572, 6.1193, -1.6294], [-0.8780, -5.1064, 0.6580], [4.3411, 2.3948, -0.1095], [-1.7502, -2.6824, 0.5695], [3.8277, 1.4466, -0.1185], [0.6063, -6.8879, 1.3810], [3.6845, -0.9438, -0.0872], [3.0765, -5.5075, 2.3274], [1.6507, -5.9302, 0.6600], [7.5169, -1.2979, -1.2816], [5.9996, 0.8723, -2.1269], [-0.7148, -2.9480, 0.4768], [-3.2403, -1.6118, -2.0535], [-0.4891, 3.8981, 1.8648], [-4.8346, 5.7069, -1.5035], [5.9358, 0.2211, -0.7367], [6.7097, 1.1167, 0.2433], [-0.4668, 2.2035, 3.1729], [-0.4261, 0.9504, 5.7543], [7.7910, 0.9656, 0.0251], [-4.6596, 4.8746, -2.1836], [-1.3891, 5.0734, -1.7405], [-4.9149, -1.4518, 0.7088], [-0.4594, 2.3466, 5.5872], [6.3959, 2.1433, 0.0353], [-3.5056, -2.3947, 0.2360], [-0.4563, 4.0498, 4.4508], [2.1869, -7.4788, -0.8146], [-0.2457, -4.2399, 0.5519], [-4.5072, 3.2819, -1.0614], [-0.3292, 0.8365, 3.3659], [5.4349, 0.4185, -2.9303], [2.3143, -0.8575, 0.0120], [-6.9794, 3.1445, -1.0743], [-3.5701, -0.6257, -2.4148], [6.5045, 0.8646, 1.3058], [2.5315, -5.8751, -1.3948], [-0.6187, 2.4654, -1.9395], [-0.9657, 5.2131, -3.7650], [5.7991, 1.9908, -2.1893], [-3.7052, 4.9509, -2.7762], [-4.6503, 0.7816, -5.3287], [1.7011, 0.3007, -0.0354], [-1.5032, 5.0075, 0.2824], [6.4996, -1.2171, -0.8457], [-0.5882, 3.2274, -3.0706], [4.1199, -1.9381, -0.0128], [-0.0743, 0.2114, 2.5310], [-0.4645, 2.9595, 4.3319], [-3.9835, -1.4035, -4.3885], [-1.3364, 4.3390, -0.5879], [1.8428, 2.3026, 0.1599], [3.0492, -3.5811, 0.4508], [1.0985, -4.4756, 0.4803], [-0.4844, 0.4252, 6.7263], [-0.6541, 2.2001, 0.6115], [-3.6085, -1.6667, 1.8984], [5.8902, -1.8423, -1.6211], [-5.5520, 4.7582, -2.8135], [-0.5021, 1.4404, -2.1818], [-3.9478, -0.5269, -3.7460], [-3.8199, -1.5426, 0.8355], [-0.3633, 0.1396, 4.5727], [0.8459, -6.4387, -1.3181], [6.9707, 0.8041, -2.6060], [6.4959, -1.7084, 0.0824], [3.8329, -5.7366, 0.7371], [1.4845, -2.0883, 0.1770], [0.3692, -6.5024, 2.3561], [2.9579, -6.0001, 1.3437]]
}